{"formula": "C42H49B2N9O3PdTe", "method": "wB97M-V/def2-TZVPD", "spin_multiplicity": 1, "e_homo_ev": [-12.90, -12.90], "e_above_lowest_kcal_mol": 0.0, "total_charge": 2, "energy_ev": -76019.545, "gap_ev": [6.58, 6.58], "symbols": ["Pd", "C", "C", "N", "N", "C", "B", "N", "C", "C", "C", "N", "N", "C", "C", "C", "N", "N", "C", "C", "C", "N", "H", "H", "H", "H", "H", "H", "H", "H", "H", "H", "H", "H", "C", "C", "C", "C", "C", "C", "C", "C", "O", "B", "O", "C", "C", "H", "H", "H", "H", "H", "H", "H", "H", "H", "H", "H", "H", "C", "C", "O", "N", "Te", "C", "C", "C", "C", "C", "C", "C", "C", "C", "C", "C", "C", "C", "C", "C", "C", "C", "C", "H", "H", "H", "H", "H", "H", "H", "H", "H", "H", "H", "H", "H", "H", "H", "H", "H", "H", "H", "H", "H", "H", "H", "H", "H"], "xyz": [[-0.03305, -2.13969, 1.15481], [1.98340, -1.91671, 5.04860], [0.69322, -1.80322, 4.52978], [0.57513, -2.47035, 3.38096], [1.79139, -3.03313, 3.14822], [2.64521, -2.71041, 4.13887], [2.09936, -4.07278, 2.01562], [0.75303, -4.79534, 1.65220], [0.41242, -6.09118, 1.63270], [-0.85890, -6.20818, 1.10274], [-1.24348, -4.90722, 0.80182], [-0.25701, -4.07565, 1.13462], [2.54697, -3.38785, 0.68863], [3.47668, -3.78147, -0.20369], [3.20753, -3.19202, -1.41947], [2.05869, -2.44155, -1.20924], [1.68142, -2.53258, 0.06542], [3.07348, -5.07368, 2.57703], [2.86403, -5.80911, 3.70673], [3.99964, -6.52568, 3.96035], [4.88027, -6.15743, 2.92278], [4.32915, -5.28312, 2.10532], [2.36417, -1.52553, 5.97548], [-0.16486, -1.31747, 4.96720], [3.65061, -3.09768, 4.14579], [1.09911, -6.84381, 1.98128], [-1.42078, -7.11066, 0.94401], [-2.15331, -4.53867, 0.35797], [4.26099, -4.44507, 0.11391], [3.77074, -3.28930, -2.32978], [1.50365, -1.84560, -1.90801], [1.93186, -5.75530, 4.24614], [4.17239, -7.21435, 4.76800], [5.88921, -6.49264, 2.74538], [0.08718, -0.05949, -8.46033], [-0.32683, 1.35312, -8.04840], [-1.73516, 1.62213, -8.59617], [0.66264, 2.35546, -8.66188], [-0.32015, 1.53143, -6.53068], [-0.79016, 2.73122, -5.98095], [-0.80001, 2.99026, -4.61481], [-0.32047, 1.98724, -3.80854], [-0.21316, 1.95464, -2.40952], [0.31961, 0.71916, -2.17063], [0.56540, -0.02694, -3.28303], [0.14712, 0.80211, -4.32893], [0.16685, 0.53799, -5.67719], [0.02511, -0.15049, -9.54436], [-0.56948, -0.81670, -8.02689], [1.11736, -0.28268, -8.17636], [-1.74844, 1.45010, -9.67279], [-2.05475, 2.65062, -8.42777], [-2.46848, 0.95643, -8.13745], [0.66923, 2.25561, -9.74803], [1.67587, 2.17776, -8.29736], [0.39169, 3.38422, -8.42185], [-1.15666, 3.50233, -6.64448], [-1.15936, 3.92833, -4.21565], [0.54175, -0.40551, -6.04445], [0.78250, 2.16684, 0.36613], [0.46391, 0.72066, 0.27537], [0.54047, 0.15062, -0.90982], [0.21219, -0.07152, 1.27446], [-1.00546, 0.52115, 2.79173], [-0.20424, 2.21373, 3.75716], [-1.18252, 2.94739, 4.44211], [-2.63140, 2.54166, 4.43101], [-0.76708, 4.06033, 5.15226], [0.57351, 4.43691, 5.19865], [1.00722, 5.66435, 5.94416], [1.51153, 3.63603, 4.55963], [1.16411, 2.49429, 3.84324], [2.27158, 1.62964, 3.30195], [-2.43393, 1.12198, 1.35036], [-2.55395, 2.39695, 0.78180], [-1.98282, 3.67025, 1.34622], [-3.32413, 2.51135, -0.37081], [-3.98252, 1.43471, -0.94601], [-4.82107, 1.61100, -2.17654], [-3.87238, 0.19491, -0.32551], [-3.10613, 0.00557, 0.81594], [-3.05749, -1.38957, 1.39041], [1.84278, 2.25875, 0.10759], [0.63809, 2.56303, 1.36402], [0.22073, 2.73933, -0.36947], [-2.75864, 1.47946, 4.67644], [-3.11841, 2.72643, 3.46859], [-3.18563, 3.08910, 5.19023], [-1.50448, 4.64470, 5.68908], [0.18284, 6.10773, 6.49795], [1.39269, 6.41358, 5.25109], [1.80721, 5.42883, 6.64590], [2.56316, 3.88889, 4.63947], [3.02063, 2.23077, 2.78628], [1.93932, 0.84596, 2.62908], [2.77230, 1.13664, 4.13648], [-1.11908, 3.52829, 1.99020], [-2.74522, 4.18365, 1.93592], [-1.70474, 4.34476, 0.53746], [-3.41360, 3.49010, -0.82845], [-4.42885, 2.40535, -2.80967], [-5.84129, 1.88305, -1.89908], [-4.87147, 0.69218, -2.75826], [-4.40341, -0.65367, -0.74135], [-3.90578, -1.96155, 1.01665], [-3.10256, -1.42865, 2.47750], [-2.16757, -1.96988, 1.05880]], "forces_ev_per_angstrom": [[0.1486, 0.2516, -0.1017], [-0.0098, 0.0115, 0.0359], [-0.0329, 0.0036, -0.0504], [0.0657, 0.0384, 0.0203], [0.0285, 0.0375, 0.0880], [-0.0256, -0.0412, -0.0571], [-0.0411, -0.0275, -0.0237], [0.0146, 0.0683, 0.0294], [0.0481, -0.0423, -0.0114], [-0.0169, -0.0078, -0.0043], [-0.0174, 0.0618, -0.0736], [0.0832, -0.2422, 0.1499], [0.0538, -0.0082, -0.0053], [-0.0276, 0.0128, 0.0669], [0.0125, 0.0320, -0.0301], [0.0392, 0.1165, 0.0575], [-0.0431, -0.2880, -0.0451], [0.0220, 0.0149, 0.0020], [-0.0058, -0.0086, -0.0134], [-0.0240, -0.0232, -0.0056], [0.0021, 0.0481, 0.0119], [-0.0200, -0.0153, -0.0337], [-0.0013, 0.0093, 0.0045], [0.0077, -0.0104, 0.0230], [0.0188, 0.0045, 0.0016], [-0.0026, 0.0002, 0.0002], [-0.0094, -0.0024, 0.0045], [-0.0105, -0.0032, 0.0036], [0.0117, -0.0157, -0.0037], [-0.0029, -0.0073, -0.0162], [-0.0398, 0.0488, -0.0423], [-0.0154, -0.0032, 0.0129], [0.0106, -0.0081, 0.0072], [0.0095, 0.0023, 0.0019], [0.0110, 0.0057, -0.0007], [0.0206, 0.0251, -0.0086], [-0.0085, -0.0099, -0.0035], [-0.0133, -0.0114, -0.0057], [0.0110, -0.0126, 0.0113], [0.0128, 0.0219, 0.0296], [-0.0108, 0.0039, -0.0211], [-0.0090, 0.0393, -0.0029], [-0.0137, 0.0219, 0.0203], [0.0080, -0.0441, 0.0182], [0.0246, -0.0295, 0.0286], [0.0118, -0.0268, -0.0261], [-0.0285, -0.0146, -0.0030], [0.0013, -0.0004, -0.0090], [-0.0064, -0.0049, -0.0098], [-0.0004, -0.0015, 0.0123], [-0.0009, 0.0022, -0.0108], [0.0018, -0.0041, 0.0149], [-0.0013, -0.0060, -0.0035], [0.0001, -0.0028, -0.0083], [-0.0010, -0.0021, 0.0018], [-0.0029, 0.0046, -0.0041], [0.0020, -0.0007, 0.0039], [-0.0018, 0.0044, 0.0038], [0.0034, 0.0026, 0.0000], [-0.0037, 0.0555, -0.0289], [-0.0620, -0.1108, 0.0313], [0.0650, -0.0561, 0.0849], [-0.1805, -0.1090, -0.2902], [0.0114, 0.1529, -0.0385], [0.1122, -0.0766, -0.0095], [0.0440, -0.0397, 0.0481], [-0.0790, 0.0216, 0.0038], [-0.0156, 0.0033, -0.0099], [-0.0071, 0.0330, 0.0243], [-0.0090, -0.0046, 0.0096], [0.0391, -0.0533, -0.0359], [-0.1170, 0.0332, 0.0550], [0.0171, 0.0115, 0.0885], [0.1222, 0.0103, 0.1032], [-0.0065, 0.0376, -0.0177], [0.0628, 0.0353, -0.0246], [-0.0052, 0.0312, 0.0021], [-0.0032, -0.0197, -0.0097], [0.0043, -0.0036, -0.0003], [-0.0088, -0.0236, 0.0308], [-0.0463, 0.0423, -0.1062], [0.0142, -0.1336, -0.0408], [-0.0079, 0.0180, -0.0039], [0.0210, -0.0017, -0.0256], [-0.0220, -0.0163, 0.0486], [-0.0306, -0.0040, 0.0318], [0.0673, -0.0312, 0.1429], [-0.0149, 0.0047, 0.0016], [-0.0060, 0.0064, 0.0017], [-0.0012, 0.0015, 0.0040], [0.0000, -0.0009, -0.0052], [0.0042, -0.0007, 0.0014], [0.0007, 0.0065, -0.0062], [-0.0165, 0.0216, 0.0057], [-0.0341, -0.0558, -0.0168], [0.0279, -0.0090, -0.0013], [-0.1027, 0.0409, -0.1000], [0.0060, 0.0332, -0.0275], [0.0154, -0.0023, -0.0005], [-0.0152, 0.0079, 0.0001], [-0.0012, 0.0001, -0.0036], [-0.0028, 0.0017, 0.0033], [0.0009, -0.0013, -0.0018], [0.0037, 0.0024, -0.0104], [0.0122, -0.0065, 0.0181], [0.0206, 0.0076, 0.0244], [-0.1134, 0.1727, 0.0188]]}



{"formula": "C7H16N3O3S", "method": "wB97M-V/def2-TZVPD", "spin_multiplicity": 1, "e_homo_ev": [-12.03, -10.03], "e_above_lowest_kcal_mol": 136.9, "total_charge": 1, "energy_ev": -28952.164, "gap_ev": [8.29, 4.14], "symbols": ["C", "C", "C", "C", "C", "C", "C", "N", "N", "N", "O", "O", "O", "S", "H", "H", "H", "H", "H", "H", "H", "H", "H", "H", "H", "H", "H", "H", "H", "H"], "xyz": [[-2.74756, -1.01265, -0.44882], [2.12924, 0.42015, 0.55158], [-0.03494, 1.31230, 0.78411], [4.36059, -0.54215, 0.41423], [3.46601, 0.52473, -1.54486], [-2.86570, -0.55611, 1.95267], [-4.42439, 0.28628, 0.38799], [3.20568, 0.06255, -0.14158], [0.98323, 0.82335, 0.02098], [-3.26053, -0.56812, 0.59353], [0.01831, 3.21030, -0.95129], [-1.05667, 1.15280, -1.69193], [-2.31230, 2.53807, -0.04795], [-1.06422, 1.99528, -0.48903], [-3.24612, -0.96716, -1.41577], [2.18115, 0.49974, 1.58607], [4.41615, -1.55830, 0.04893], [5.22723, -0.12771, 0.03027], [4.27026, -0.48774, 1.54712], [2.85413, 1.33002, -1.95727], [4.43828, 1.02218, -1.44781], [3.58719, -0.31693, -2.24362], [-3.66245, -0.75844, 2.66601], [-2.01030, -1.32430, 2.03279], [-2.45309, 0.33451, 2.23227], [-5.37788, -0.28955, 0.53210], [-4.30003, 1.15687, 0.94623], [-4.33138, 0.52848, -0.61252], [0.88376, 0.86846, -0.94166], [0.26247, 3.98524, -0.40874]], "forces_ev_per_angstrom": [[0.5066, -0.7472, 0.1707], [0.3772, 0.0547, -1.8066], [-1.7052, 0.2022, 0.1287], [-1.3279, -1.4186, 2.6941], [0.7954, 0.0220, 0.3626], [2.4916, -4.4694, 1.0557], [-1.9144, -1.8232, -0.4054], [-1.3080, 1.6716, -2.0301], [1.5622, -0.4545, 2.1075], [-1.1522, 0.8964, -0.1199], [-0.8213, -0.6052, -0.5867], [-0.2021, 0.7828, 1.0245], [0.1593, -0.1783, 0.2016], [1.7788, 0.9444, -0.6651], [0.5694, 0.0152, -0.1906], [0.0918, -0.3953, 1.8373], [-0.1439, -0.6528, 0.3970], [1.7332, 1.4157, -0.2729], [0.5440, -0.3127, -1.4434], [-0.6682, -0.5059, 0.3967], [0.0043, -0.2267, -0.2845], [-0.3159, 0.2882, 0.2931], [-0.2998, -0.3664, -0.5171], [-1.4417, 1.0673, 0.3279], [1.1150, 2.7426, 0.2404], [0.9609, 0.6541, 0.3091], [-0.0565, 1.3192, 1.1206], [-0.5864, 1.0615, -2.0009], [0.0943, -0.2740, -2.6548], [-0.8406, -0.7078, 0.3104]]}



{"formula": "C6H6BrNO2S", "method": "wB97M-V/def2-TZVPD", "spin_multiplicity": 3, "e_homo_ev": [-8.06, -10.52], "energy_ev": -92776.788, "gap_ev": [8.39, 7.50], "symbols": ["C", "C", "C", "C", "C", "C", "N", "O", "O", "S", "Br", "H", "H", "H", "H", "H", "H"], "xyz": [[0.55941, -1.06332, 0.78904], [0.04245, -0.43631, 1.81395], [0.37065, -0.69271, -0.56607], [-0.77313, 0.74223, 1.75761], [-0.14707, 0.72388, -0.75906], [-1.36019, 0.91123, 0.15535], [0.57607, -1.48325, -1.49160], [-2.83564, 2.24842, 2.49232], [-1.61421, 1.06901, 4.32843], [-1.96898, 1.15699, 2.93269], [-2.68156, -0.51976, 0.12016], [1.25614, -1.91944, 1.04586], [0.27333, -0.84895, 2.76558], [0.69281, 1.47269, -0.56726], [-0.35684, 0.62916, -1.90234], [-1.87453, 1.82559, 0.15947], [0.29466, -1.05723, -2.49609]], "forces_ev_per_angstrom": [[2.9333, -3.1001, -0.6442], [-1.5584, 3.1274, 3.2144], [-0.5327, 2.5038, 0.7247], [0.7016, -1.3241, -4.5880], [0.0157, -0.5704, -1.9471], [2.0705, -0.5371, 3.4560], [-0.0539, -1.1241, -4.6128], [1.3203, 0.0536, -0.4343], [1.4280, 0.2028, 0.0550], [-3.7639, -0.7497, 0.9773], [-0.1611, 0.2101, -0.5663], [-1.1372, 0.8567, -0.7189], [0.0710, -0.0617, 0.9187], [-1.3309, -0.7899, -0.1190], [-0.2225, 1.2449, 1.9564], [-0.6548, 1.1442, -0.5588], [0.8750, -1.0863, 2.8868]]}



{"formula": "C6H13NO", "method": "wB97M-V/def2-TZVPD", "spin_multiplicity": 1, "smiles": "[H]/N=C(/C)OC.C=CC", "e_homo_ev": -9.24, "e_above_lowest_kcal_mol": 77.2, "energy_ev": -9967.826, "gap_ev": 10.19, "symbols": ["C", "C", "C", "C", "O", "H", "H", "H", "H", "H", "H", "H", "H", "C", "C", "N", "H", "H", "H", "H", "H"], "xyz": [[-1.56348, -1.86204, 0.14961], [2.13089, 1.15057, -0.20380], [1.50489, 0.00001, 0.51565], [1.94858, -1.24962, 0.42820], [-1.08769, -0.64129, 0.61914], [-2.30587, -1.81508, -0.65124], [-0.67493, -2.42737, -0.15557], [-2.06150, -2.33483, 1.00150], [2.71092, 1.77530, 0.47640], [2.77356, 0.81584, -1.01638], [1.34969, 1.78873, -0.61603], [1.59609, -2.05775, 1.05045], [2.65858, -1.51845, -0.34131], [-1.34148, 0.99686, -1.21782], [-1.19755, 0.81323, 0.25840], [-1.56379, 1.67433, 1.08604], [-1.53812, 1.40151, 2.06465], [0.76295, 0.38782, 1.27954], [-0.52025, 0.48965, -1.72078], [-2.27158, 0.55176, -1.56930], [-1.30990, 2.06080, -1.43734]], "forces_ev_per_angstrom": [[-0.1599, 0.0453, -0.4302], [-0.2510, -0.0729, -0.5602], [0.3853, 0.9081, 1.5773], [-0.4801, 0.2315, -0.1140], [0.4731, 3.7006, 1.4689], [0.1652, 0.1788, -0.2211], [-0.3726, -0.2701, -0.1452], [0.1485, -0.2021, -0.1294], [0.0239, -0.0679, 0.0843], [0.1015, 0.0476, -0.0447], [0.0345, 0.1823, -0.1317], [-0.2201, -0.0014, 0.0721], [0.2501, 0.0459, 0.0137], [0.9527, 0.1454, 0.0625], [-3.3323, -3.6195, -0.6665], [1.4323, 0.3154, 0.1913], [-0.2079, -0.3976, -0.0950], [1.2251, -1.1938, -0.7742], [0.0321, 0.0055, -0.1591], [-0.0621, 0.0459, 0.1465], [-0.1384, -0.0270, -0.1452]]}